Model i:
DFT (wB97M-V/def2-TZVPD) results for a cluster of 2 separate species, C4H11NO2 in total.

Positions of all 18 atoms, in Å:
1 C -0.026 -1.318 0.957
2 N 0.860 -0.832 -0.105
3 C 0.173 -0.118 -1.168
4 C 1.172 0.418 -2.186
5 C 0.414 1.147 -3.263
6 O 0.115 2.311 -3.178
7 H 0.198 -0.819 1.912
8 H 0.088 -2.385 1.117
9 H -1.082 -1.129 0.737
10 H 1.395 -1.613 -0.459
11 H -0.422 0.673 -0.701
12 H -0.534 -0.769 -1.698
13 H 1.913 1.062 -1.721
14 H 1.693 -0.428 -2.632
15 H 0.111 0.604 -4.176
16 H -2.621 -0.773 7.452
17 H -1.431 -0.281 6.636
18 O -2.056 -1.007 6.710

Summary:
* 2S+1: 1
* SMILES: CNCCC=O.O
* HOMO: -8.953 eV
* Kohn-Sham gap: 0.3621 Ha

For each atom in turn, the Löwdin charge in e is: number 1, C, carries -0.131; number 2, N, carries -0.134; number 3, C, carries -0.267; number 4, C, carries -0.156; number 5, C, carries -0.276; number 6, O, carries 0.052; number 7, H, carries 0.073; number 8, H, carries 0.070; number 9, H, carries 0.074; number 10, H, carries 0.097; number 11, H, carries 0.127; number 12, H, carries 0.118; number 13, H, carries 0.121; number 14, H, carries 0.110; number 15, H, carries 0.121; number 16, H, carries 0.031; number 17, H, carries 0.030; number 18, O, carries -0.061

---

Model ii:
DFT (wB97M-V/def2-TZVPD) results for a cluster of 2 separate species, C4H11NO2 in total.

Positions of all 18 atoms, in Å:
1 C -1.645 0.132 -0.541
2 C -2.980 -0.285 0.019
3 O -0.395 -0.622 0.208
4 H -0.605 -0.930 1.101
5 H -1.446 -0.224 -1.550
6 H -1.579 1.220 -0.574
7 H -3.001 -1.375 0.082
8 H -3.138 0.114 1.020
9 H -3.800 0.061 -0.613
10 C 2.998 -0.242 0.488
11 C 1.646 0.277 0.049
12 O 1.192 1.184 0.981
13 N 1.444 0.460 -1.218
14 H 0.307 1.444 0.675
15 H 0.986 -0.147 -1.888
16 H 3.694 0.595 0.506
17 H 3.374 -0.971 -0.224
18 H 2.947 -0.689 1.479

Summary:
* 2S+1: 1
* SMILES: [H]/N=C(\C)O.CCO
* HOMO: -7.843 eV
* Kohn-Sham gap: 0.3146 Ha

For each atom in turn, the Löwdin charge in e is: number 1, C, carries -0.160; number 2, C, carries -0.105; number 3, O, carries -0.167; number 4, H, carries 0.080; number 5, H, carries 0.099; number 6, H, carries 0.099; number 7, H, carries 0.077; number 8, H, carries 0.076; number 9, H, carries 0.081; number 10, C, carries -0.029; number 11, C, carries -0.532; number 12, O, carries 0.021; number 13, N, carries 0.089; number 14, H, carries 0.087; number 15, H, carries 0.047; number 16, H, carries 0.088; number 17, H, carries 0.077; number 18, H, carries 0.071

---

Going by the energies, model i is most stable and the next is 47.2 kcal/mol up.

---

Model i:
DFT (wB97M-V/def2-TZVPD) results for a cluster of 2 separate species, C4H11NO2 in total.

Positions of all 18 atoms, in Å:
1 C 1.111 -0.994 -0.141
2 N 0.702 0.312 0.059
3 C -1.381 0.103 1.434
4 C 0.084 0.580 1.366
5 C 0.168 2.048 1.796
6 O 0.445 -2.002 -0.013
7 H 2.177 -1.273 -0.288
8 H 0.617 0.949 -0.700
9 H -1.746 -0.085 2.449
10 H -1.556 -0.842 0.930
11 H -1.972 0.906 0.987
12 H 0.690 0.000 2.068
13 H 0.963 2.489 1.183
14 H -0.729 2.640 1.607
15 H 0.379 2.175 2.853
16 H 0.483 -2.893 -5.387
17 H -0.689 -2.057 -5.206
18 O 0.253 -2.057 -4.995

Summary:
* 2S+1: 1
* SMILES: CC(C)NC=O.O
* HOMO: -9.357 eV
* Kohn-Sham gap: 0.3791 Ha

For each atom in turn, the Löwdin charge in e is: number 1, C, carries -0.330; number 2, N, carries 0.017; number 3, C, carries -0.063; number 4, C, carries -0.421; number 5, C, carries -0.062; number 6, O, carries 0.046; number 7, H, carries 0.127; number 8, H, carries 0.123; number 9, H, carries 0.079; number 10, H, carries 0.060; number 11, H, carries 0.070; number 12, H, carries 0.134; number 13, H, carries 0.075; number 14, H, carries 0.070; number 15, H, carries 0.075; number 16, H, carries 0.020; number 17, H, carries 0.035; number 18, O, carries -0.055

---

Model ii:
DFT (wB97M-V/def2-TZVPD) results for the molecule C4H11NO2.

Positions of all 18 atoms, in Å:
1 C -0.509 1.105 1.576
2 C 0.461 0.420 0.625
3 C 0.527 -1.083 0.740
4 O 0.969 -1.536 2.027
5 N 0.249 0.758 -0.704
6 C -0.722 0.008 -1.479
7 O -0.895 0.338 -2.888
8 H -0.145 1.114 2.617
9 H -1.399 0.582 1.452
10 H -0.465 2.183 1.248
11 H 1.476 0.713 1.009
12 H -0.473 -1.619 0.753
13 H 1.210 -1.445 0.036
14 H 0.740 -1.160 2.891
15 H 0.503 1.682 -0.980
16 H -1.766 0.150 -1.287
17 H -0.495 -1.103 -1.385
18 H -0.061 0.486 -3.308

Summary:
* 2S+1: 1
* SMILES: C[C@@H](CO)NCO
* HOMO: -8.732 eV
* Kohn-Sham gap: 0.3524 Ha

For each atom in turn, the Löwdin charge in e is: number 1, C, carries -0.042; number 2, C, carries -0.460; number 3, C, carries -0.229; number 4, O, carries -0.091; number 5, N, carries -0.020; number 6, C, carries -0.250; number 7, O, carries -0.056; number 8, H, carries 0.079; number 9, H, carries 0.055; number 10, H, carries 0.101; number 11, H, carries 0.159; number 12, H, carries 0.142; number 13, H, carries 0.108; number 14, H, carries 0.089; number 15, H, carries 0.121; number 16, H, carries 0.110; number 17, H, carries 0.125; number 18, H, carries 0.059

---

Going by the energies, model i is most stable and the next is 24.6 kcal/mol up.